# C5H7NO

C5H7NO in the gas phase in a non-equilibrium geometry (ωB97M-V/def2-TZVPD, the OMol25 dataset).

Summary:
orbital gap	10.1	eV
total charge	0
E_HOMO	-9.3261	eV
calculated total energy	-8833.09467	eV
LUMO energy	0.737	eV
energy above the lowest of the compared OMol25 structures with the same formula, charge and spin	71.7	kcal/mol
structure (SMILES)	C[C@@]1(O)C[C@H]1C#N

Structure (XYZ):
```
14
Properties=species:S:1:pos:R:3:lowdin_charge:R:1
C 0.07 -1.66 0.36 0.008
C -0.49 -0.21 0.33 -0.387
O -1.78 -0.17 0.82 0.016
C 0.18 1.42 0.53 0.001
C -0.06 0.68 -0.76 -0.301
C 1.11 0.29 -1.51 -0.195
N 2.07 -0.02 -2.06 0.162
H -0.62 -2.35 0.86 0.088
H 1.02 -1.68 0.89 0.083
H 0.26 -2.06 -0.65 0.088
H -1.80 0.75 1.08 0.093
H 1.17 1.50 0.96 0.082
H -0.28 2.44 0.49 0.109
H -0.87 1.08 -1.35 0.154
```